Record 1
C26H41AsN3O6S2Si3V | ωB97M-V/def2-TZVPD

Computed properties:
* spin multiplicity: 3
* E_tot: -176205.50033 eV
* ΔE to the lowest compared entry with this formula, charge and spin: 1.1 kcal per mole
* HOMO (alpha / beta): -0.4675 / -0.4679 Eh
* net charge: +2

XYZ file:
```
83
C26H41AsN3O6S2Si3V ωB97M-V/def2-TZVPD
V 0.2171 -1.2553 0.2561
O 1.3698 -2.9932 3.9122
C 0.9351 -2.6672 2.7203
O 0.3275 -1.6405 2.4169
C 1.1149 -3.7129 1.6400
C 1.6686 -4.9805 1.7028
C 1.5486 -5.7778 0.5646
C 0.8255 -5.3361 -0.5461
C 0.2875 -4.0598 -0.4983
N 0.5137 -3.2743 0.5438
C -0.7502 -3.3797 -1.3905
O -1.1355 -3.8996 -2.5297
O -1.2578 -2.3660 -0.9446
H 1.2251 -2.2630 4.5384
H 2.1501 -5.3419 2.5984
H 1.9746 -6.7698 0.5623
H 0.6723 -5.9974 -1.3863
H -0.6745 -4.7159 -2.7699
O 4.4821 1.0481 -2.2796
C 3.6597 0.5837 -3.2373
C 4.0389 0.8133 -4.5621
C 3.2473 0.3623 -5.5935
C 2.0545 -0.3223 -5.3428
C 1.6717 -0.5450 -4.0434
C 2.4631 -0.1034 -2.9680
C 2.0130 -0.3245 -1.6053
O 0.8000 -0.8733 -1.4625
N 2.7129 0.0211 -0.5764
N 2.0248 -0.1816 0.6360
C 2.7715 0.2558 1.5975
S 2.2611 0.3286 3.2704
C 3.5684 1.4755 3.7753
C 4.8174 1.1122 3.0044
S 4.3448 0.8951 1.2716
H 4.1156 0.8194 -1.4066
H 4.9593 1.3452 -4.7461
H 3.5556 0.5464 -6.6133
H 1.4410 -0.6637 -6.1627
H 0.7425 -1.0523 -3.8283
H 3.7000 1.3701 4.8516
H 3.2367 2.4890 3.5458
H 5.2680 0.1920 3.3769
H 5.5563 1.9104 3.0426
C -1.8633 4.1260 0.1777
Si -0.5565 2.8156 -0.0180
C 0.8424 3.1920 1.1617
C 0.0564 2.7979 -1.7773
As -1.4463 0.6310 0.4635
Si -2.7107 0.7364 2.4900
C -3.7690 -0.8029 2.5274
C -1.5405 0.7502 3.9450
C -3.7488 2.2800 2.5618
Si -3.0587 0.3571 -1.3114
C -3.9919 1.9562 -1.5468
C -4.2693 -0.9899 -0.8631
C -2.1196 -0.0358 -2.8727
H -1.3536 5.0474 -0.1158
H -2.2133 4.2620 1.1979
H -2.7268 4.0083 -0.4747
H 0.9928 4.2717 1.1750
H 1.7745 2.7374 0.8387
H 0.6257 2.8732 2.1821
H 0.6609 3.6936 -1.9303
H -0.7711 2.8461 -2.4843
H 0.6732 1.9384 -2.0383
H -3.2915 -1.6750 2.0793
H -4.7165 -0.6476 2.0127
H -3.9958 -1.0452 3.5664
H -0.8830 -0.1113 3.9677
H -2.1507 0.7392 4.8494
H -0.9294 1.6521 3.9668
H -4.2793 2.5135 1.6391
H -3.1557 3.1467 2.8445
H -4.5013 2.1352 3.3385
H -4.2892 2.4493 -0.6202
H -4.9076 1.7256 -2.0918
H -3.4295 2.6705 -2.1478
H -5.0753 -0.5956 -0.2446
H -3.8310 -1.8408 -0.3484
H -4.7193 -1.3565 -1.7863
H -1.3162 0.6698 -3.0672
H -2.8354 0.0429 -3.6938
H -1.6980 -1.0355 -2.8872
```

Record 2
C26H41AsNiO3S2Si2Te | ωB97M-V/def2-TZVPD

Computed properties:
* spin multiplicity: 3
* E_tot: -180370.60963 eV
* ΔE to the lowest compared entry with this formula, charge and spin: 61.7 kcal per mole
* HOMO (alpha / beta): 0.0320 / -0.0050 Eh
* net charge: -2

XYZ file:
```
77
C26H41AsNiO3S2Si2Te ωB97M-V/def2-TZVPD
Ni 0.5794 0.2901 -0.7882
O 3.1999 1.3896 -3.7586
C 2.6955 1.2911 -2.6336
O 2.1417 0.2367 -2.1428
C 2.8823 2.5681 -1.7492
C 3.7194 3.6017 -2.2769
C 4.1051 4.6504 -1.5084
C 3.6094 4.7826 -0.2182
C 2.7180 3.8240 0.3450
C 2.2772 2.7564 -0.4540
S 0.8722 1.9513 0.4396
H 4.0110 3.5048 -3.3107
H 4.7246 5.3961 -1.9367
H 3.9687 5.5412 0.5073
H 2.2146 4.0904 1.2993
C 2.5678 -1.5675 4.0902
Si 2.8515 -0.4433 2.6320
C 3.5613 1.1908 3.2020
C 3.8006 -1.2924 1.2250
As 0.7163 -0.2743 1.6448
Si -0.6710 0.5208 3.3097
C -2.2500 1.3191 2.5741
C -0.9375 -1.1491 4.2236
C 0.0630 1.8595 4.5083
H 3.4452 -2.1639 4.3260
H 1.7711 -2.2662 3.8499
H 2.1887 -0.9887 4.9590
H 4.1589 1.0814 4.0978
H 2.8212 1.9983 3.2777
H 4.2839 1.4616 2.3955
H 3.7255 -2.3818 1.2643
H 4.8551 -0.9753 1.2089
H 3.4048 -1.0065 0.2210
H -3.0201 1.7239 3.2208
H -2.8099 0.6056 1.9198
H -1.9257 2.1496 1.9447
H -1.0283 -1.9263 3.4656
H -1.9153 -1.0054 4.6420
H -0.2190 -1.4531 4.9978
H 0.3313 2.7405 3.8940
H 1.0116 1.5609 4.9707
H -0.5608 2.1874 5.3467
C -6.9186 -0.4893 -0.5150
C -5.6117 -0.0759 -1.0866
C -4.8083 -0.9814 -1.8181
C -3.5342 -0.6727 -2.1900
C -2.7924 -1.6489 -3.0822
C -3.0584 0.6530 -1.9630
Te -1.0604 1.1388 -2.5638
C -3.8882 1.5854 -1.3776
C -3.3649 2.9665 -1.0890
C -5.1305 1.2039 -0.9437
H -7.5867 0.3474 -0.2592
H -6.7123 -1.0546 0.4067
H -7.5087 -1.1650 -1.1659
H -5.2721 -1.9294 -2.2011
H -3.4364 -2.5521 -3.2793
H -1.8675 -1.9618 -2.5604
H -2.4598 -1.2167 -4.0943
H -2.3522 2.9834 -0.7446
H -4.0747 3.4600 -0.4492
H -3.3038 3.5654 -2.0699
H -5.7564 1.9387 -0.4538
O 0.3862 -1.7225 -1.1255
S 1.3339 -2.8915 -1.0834
C 0.2397 -4.3814 -1.5582
C 0.5736 -4.7977 -2.9544
C 1.7099 -3.9139 -3.6213
C 2.4552 -2.9924 -2.6102
H -0.7963 -4.0830 -1.3352
H 0.6198 -5.0922 -0.8194
H -0.2793 -4.7267 -3.6675
H 0.9208 -5.8450 -3.0015
H 1.1756 -3.2577 -4.3357
H 2.2964 -4.5520 -4.2572
H 2.4628 -1.9782 -2.9895
H 3.4608 -3.2405 -2.3670
```

Record 3
C26H41BN11PPd | ωB97M-V/def2-TZVPD

Computed properties:
* spin multiplicity: 2
* E_tot: -57467.72853 eV
* ΔE to the lowest compared entry with this formula, charge and spin: 1.5 kcal per mole
* HOMO (alpha / beta): -0.1108 / -0.1767 Eh
* net charge: -1

XYZ file:
```
81
C26H41BN11PPd ωB97M-V/def2-TZVPD
Pd 0.0346 -0.9023 -1.3396
C 1.9075 4.1330 0.5383
C 1.1482 3.0591 1.2516
C 1.2548 2.6470 2.5951
C 0.2749 1.6932 2.7336
N -0.3326 1.5386 1.5370
N 0.1978 2.3834 0.6252
B -1.6548 0.7759 1.2833
N -2.2011 1.0868 -0.1191
C -3.1747 1.9531 -0.4417
C -3.2785 1.9937 -1.8149
C -2.2919 1.1054 -2.2705
C -1.9359 0.7307 -3.6708
N -1.6531 0.5684 -1.2379
N -1.4611 -0.7411 1.4460
C -0.4364 -1.4160 2.0095
C -0.7758 -2.7452 2.0580
C -2.0550 -2.8012 1.4680
C -2.9133 -3.9969 1.2160
N -2.4617 -1.5912 1.1164
N -2.6753 1.2707 2.3468
C -3.5872 0.5611 3.0429
C -4.2992 1.4419 3.8249
C -3.7385 2.7024 3.5335
C -4.0961 4.0411 4.0945
N -2.7650 2.5868 2.6434
H 2.9813 3.9340 0.4995
H 1.7710 5.0972 1.0326
H 1.5388 4.2198 -0.4833
H 1.9277 3.0133 3.3533
H -0.0519 1.1372 3.5979
H -3.7062 2.4877 0.3265
H -3.9627 2.5796 -2.4052
H -2.0379 1.5846 -4.3415
H -2.5759 -0.0715 -4.0455
H -0.9036 0.3761 -3.7041
H 0.4595 -0.9105 2.3239
H -0.1745 -3.5617 2.4232
H -3.1461 -4.5226 2.1447
H -2.4144 -4.7056 0.5513
H -3.8459 -3.6847 0.7476
H -3.6713 -0.5044 2.9134
H -5.1027 1.2116 4.5052
H -5.1585 4.2577 3.9655
H -3.5199 4.8128 3.5858
H -3.8764 4.0975 5.1630
C -0.1632 -3.0242 -4.1111
C -0.6326 -3.5356 -2.7519
C -2.0973 -3.1700 -2.5222
C 0.2603 -3.0083 -1.6317
H -0.7768 -3.4155 -4.9289
H 0.8766 -3.3061 -4.2982
H -0.2139 -1.9314 -4.1307
H -0.5764 -4.6374 -2.7843
H -2.2253 -2.0829 -2.5060
H -2.4478 -3.5394 -1.5563
H -2.7424 -3.5814 -3.3055
H 1.2913 -3.3345 -1.8081
H -0.0543 -3.4181 -0.6626
C 4.5235 1.1952 0.3622
N 4.2341 -0.1466 0.8629
C 5.0403 -1.1059 0.1179
N 4.8769 -1.0359 -1.3320
C 5.1518 0.3361 -1.7546
N 4.3480 1.3510 -1.0816
C 2.9300 1.2223 -1.4556
P 2.1713 -0.4076 -1.0063
C 2.8002 -0.4462 0.7376
C 3.5220 -1.4549 -1.7251
H 5.5666 1.4258 0.6004
H 3.8760 1.9047 0.8797
H 4.7922 -2.1157 0.4528
H 6.0928 -0.9109 0.3458
H 4.9899 0.4127 -2.8322
H 6.2056 0.5443 -1.5454
H 2.8306 1.3690 -2.5352
H 2.3443 2.0030 -0.9685
H 2.6019 -1.4362 1.1584
H 2.2340 0.2814 1.3254
H 3.4402 -1.4356 -2.8157
H 3.3686 -2.4919 -1.4168
```